Record 1
Molecular formula: C20H60N12O8
Method: DFT, ωB97M-V/def2-TZVPD

Values from the calculation:
highest occupied orbital energy: -9.008 eV
ΔE to the lowest compared entry with this formula, charge and spin: 127.3 kcal/mol
Kohn-Sham gap: 9.0 eV

Cartesian coordinates (Å):
C 3.068 -0.086 -8.083
O 3.088 -0.255 -6.702
C 1.905 0.378 -6.079
C 1.486 -0.339 -4.758
C 0.011 -0.112 -4.248
N 2.532 0.113 -3.734
H 2.880 0.911 -8.481
H 2.309 -0.787 -8.432
H 4.086 -0.343 -8.374
H 1.904 1.461 -5.952
H 1.102 0.249 -6.805
H 1.619 -1.410 -4.913
H -0.743 -0.372 -4.990
H 0.046 0.950 -4.005
H -0.365 -0.673 -3.392
H 2.425 -0.457 -2.907
H 3.395 -0.129 -4.200
C -2.068 0.580 3.451
O -3.025 1.577 3.645
C -4.392 0.988 3.660
C -5.391 1.735 4.646
C -4.654 2.378 5.874
N -6.512 0.908 5.047
H -1.739 0.479 2.417
H -2.222 -0.349 4.001
H -1.207 1.149 3.803
H -4.703 1.191 2.635
H -4.563 -0.088 3.709
H -5.790 2.661 4.234
H -5.302 2.829 6.626
H -3.919 3.158 5.675
H -4.050 1.565 6.277
H -7.037 1.276 5.828
H -6.337 -0.025 5.391
C 2.709 4.218 1.001
O 3.111 3.339 2.023
C 2.277 2.206 1.971
C 2.509 1.241 3.252
C 3.975 1.010 3.660
N 1.846 -0.021 3.130
H 3.451 5.016 1.021
H 1.684 4.515 1.221
H 2.850 3.765 0.019
H 1.223 2.425 2.136
H 2.388 1.605 1.068
H 2.061 1.708 4.129
H 4.036 0.197 4.384
H 4.382 1.920 4.100
H 4.611 0.758 2.812
H 2.240 -0.535 2.355
H 0.968 0.209 2.686
C -1.764 -3.288 2.312
O -1.584 -4.630 2.771
C -0.768 -5.507 1.882
C -0.818 -6.947 2.419
C 0.062 -7.212 3.629
N -0.468 -7.919 1.429
H -0.752 -2.882 2.329
H -2.424 -2.878 3.076
H -2.248 -3.310 1.335
H -0.972 -5.553 0.812
H 0.203 -5.027 2.004
H -1.857 -7.253 2.536
H -0.190 -6.633 4.517
H 1.096 -6.962 3.392
H 0.063 -8.223 4.037
H -1.062 -7.858 0.615
H -0.662 -8.840 1.796
N -2.791 2.798 -4.207
C -2.474 2.550 -5.443
N -1.205 2.756 -5.614
O -3.220 2.359 -6.338
H -3.753 2.609 -3.964
H -2.041 2.953 -3.548
H -0.833 2.772 -6.553
H -0.656 2.996 -4.801
N 4.230 -1.731 0.767
C 3.200 -1.830 -0.030
N 2.279 -2.586 0.564
O 3.119 -1.291 -1.163
H 4.971 -1.150 0.402
H 4.069 -1.913 1.747
H 1.371 -2.710 0.140
H 2.584 -3.022 1.422
N 1.350 4.410 -2.526
C 0.070 4.255 -2.621
N -0.580 5.374 -2.402
O -0.474 3.139 -2.719
H 1.754 5.316 -2.338
H 1.972 3.671 -2.820
H -1.589 5.417 -2.427
H -0.045 6.197 -2.164
N -1.202 0.827 -0.688
C -0.212 0.121 -0.239
N 0.888 0.246 -1.043
O -0.273 -0.726 0.604
H -1.028 1.413 -1.492
H -2.120 0.440 -0.519
H 0.946 0.947 -1.768
H 1.678 -0.374 -0.936


Record 2
Molecular formula: C4H10N2O
Method: DFT, ωB97M-V/def2-TZVPD

Values from the calculation:
net charge: -1
2S+1: 2
highest occupied orbital energy (alpha / beta): 0.212 / -2.982 eV
ΔE to the lowest compared entry with this formula, charge and spin: 28.1 kcal/mol
Kohn-Sham gap (alpha / beta): 3.9 / 7.0 eV

Cartesian coordinates (Å):
C 1.121 -0.151 -0.302
C 1.235 -0.995 1.004
C 0.345 -2.265 0.947
O -0.926 -2.205 0.942
N 0.189 0.944 -0.316
C -1.273 0.879 -0.497
N -1.641 2.157 -1.022
H 0.882 -0.937 -1.039
H 2.149 0.208 -0.453
H 2.220 -1.451 1.119
H 1.005 -0.256 1.779
H 0.799 -3.169 1.401
H 0.499 1.673 0.312
H -1.420 0.071 -1.243
H -1.751 0.529 0.417
H -2.484 2.250 -1.567
H -0.948 2.719 -1.484


Record 3
Molecular formula: C19H22N5OSe2Te2W
Method: DFT, ωB97M-V/def2-TZVPD

Values from the calculation:
net charge: +1
highest occupied orbital energy (alpha / beta): -9.301 / -9.641 eV
Kohn-Sham gap (alpha / beta): 4.3 / 5.4 eV

Cartesian coordinates (Å):
W 0.153 -0.782 1.023
C 1.381 2.847 1.217
N 0.954 2.415 2.537
C -0.421 2.661 2.890
C -1.391 1.906 2.036
N -1.107 1.161 0.976
C -2.349 0.901 0.368
C -2.648 0.211 -0.806
C -3.982 0.042 -1.117
C -5.000 0.541 -0.293
C -4.716 1.255 0.853
C -3.372 1.430 1.149
N -2.714 2.086 2.183
C 1.945 1.780 0.305
N 1.305 0.764 -0.268
C 2.187 0.275 -1.255
C 2.019 -0.717 -2.219
C 3.068 -0.944 -3.087
C 4.261 -0.210 -3.014
C 4.430 0.791 -2.081
C 3.366 1.015 -1.218
N 3.165 1.957 -0.223
H 2.149 3.620 1.301
H 0.546 3.304 0.679
H 1.569 2.757 3.261
H -0.702 3.722 2.789
H -0.569 2.398 3.941
H -1.864 -0.157 -1.450
H -4.253 -0.482 -2.023
H -6.032 0.372 -0.570
H -5.499 1.659 1.481
H -3.147 2.618 2.921
H 1.101 -1.277 -2.278
H 2.967 -1.700 -3.853
H 5.057 -0.425 -3.713
H 5.343 1.370 -2.028
H 3.823 2.659 0.074
Se 2.333 -2.012 1.320
Te 3.957 0.373 4.423
Te 1.773 -0.478 3.238
Se -1.419 -1.587 2.464
C -0.863 -3.241 -2.328
C -0.966 -2.992 -0.835
C -0.359 -4.125 -0.033
O -0.323 -1.722 -0.568
H -1.347 -4.182 -2.588
H 0.185 -3.310 -2.623
H -1.342 -2.442 -2.895
H -2.013 -2.842 -0.542
H 0.665 -4.318 -0.356
H -0.941 -5.033 -0.197
H -0.364 -3.912 1.034


Record 4
Molecular formula: C16H24N4O
Method: DFT, ωB97M-V/def2-TZVPD

Values from the calculation:
highest occupied orbital energy: -7.750 eV
ΔE to the lowest compared entry with this formula, charge and spin: 36.1 kcal/mol
Kohn-Sham gap: 8.6 eV

Cartesian coordinates (Å):
C -5.758 -2.955 -1.050
C -5.158 -2.177 0.114
C -5.005 -0.695 -0.217
C -4.400 0.092 0.943
C -4.192 1.563 0.572
O -3.308 1.733 -0.515
C -1.970 1.556 -0.338
C -1.201 1.586 -1.505
C 0.164 1.440 -1.451
C 0.822 1.272 -0.229
C 2.280 1.115 -0.186
C 3.024 1.559 1.033
N 2.805 0.625 -1.243
N 4.150 0.410 -1.376
C 4.986 -0.243 -0.516
N 4.719 -0.681 0.655
C 5.914 -1.304 1.181
C 7.026 -1.047 0.132
N 6.263 -0.536 -0.994
C 0.050 1.240 0.928
C -1.326 1.373 0.881
H -5.860 -4.008 -0.796
H -5.123 -2.874 -1.929
H -6.742 -2.566 -1.302
H -5.798 -2.287 0.993
H -4.180 -2.594 0.363
H -4.361 -0.583 -1.092
H -5.982 -0.276 -0.468
H -3.442 -0.353 1.216
H -5.059 0.045 1.813
H -5.136 1.992 0.222
H -3.855 2.140 1.443
H -1.711 1.728 -2.445
H 0.753 1.458 -2.354
H 2.421 2.222 1.646
H 3.349 0.690 1.607
H 3.927 2.084 0.720
H 4.373 0.250 -2.352
H 6.151 -0.876 2.159
H 5.725 -2.373 1.315
H 7.548 -1.964 -0.151
H 7.763 -0.319 0.493
H 6.713 0.122 -1.612
H 0.519 1.079 1.887
H -1.881 1.336 1.806


Record 5
Molecular formula: C5H15NS
Method: DFT, ωB97M-V/def2-TZVPD

Values from the calculation:
highest occupied orbital energy: -8.191 eV
ΔE to the lowest compared entry with this formula, charge and spin: 1.0 kcal/mol
Kohn-Sham gap: 9.3 eV

Cartesian coordinates (Å):
C -3.243 0.628 -0.309
C -1.844 1.218 -0.190
S -0.923 0.421 1.158
C 0.589 1.416 1.045
H -3.797 1.113 -1.113
H -3.802 0.753 0.618
H -3.196 -0.438 -0.539
H -1.919 2.283 0.036
H -1.282 1.079 -1.113
H 1.023 1.307 0.053
H 0.352 2.461 1.235
H 1.292 1.056 1.792
C 2.147 -2.050 0.183
C 2.576 -1.227 -1.019
N 1.400 -0.774 -1.768
H 1.604 -2.944 -0.128
H 3.017 -2.364 0.761
H 1.495 -1.467 0.834
H 3.129 -0.347 -0.687
H 3.266 -1.809 -1.642
H 1.691 -0.301 -2.619
H 0.856 -1.574 -2.074


Record 6
Molecular formula: C28H64FNO14P3
Method: DFT, ωB97M-V/def2-TZVPD

Values from the calculation:
net charge: -1
highest occupied orbital energy: -3.683 eV
Kohn-Sham gap: 4.9 eV

Cartesian coordinates (Å):
C 2.680 -4.574 -1.151
C 1.110 -4.613 -1.197
C 0.685 -5.628 -2.289
C -0.711 -5.386 -2.918
C -1.917 -6.213 -2.360
C -2.922 -5.427 -1.484
C -2.416 -4.234 -0.686
C -3.655 -3.530 -0.044
F -1.574 -4.566 0.391
N -1.532 -7.511 -1.774
C -1.247 -7.483 -0.349
C -2.760 -6.607 -3.661
O -3.036 -5.661 -4.454
O -3.106 -7.789 -3.846
H 3.141 -5.252 -1.876
H 3.079 -3.572 -1.341
H 3.035 -4.900 -0.165
H 0.815 -4.985 -0.217
H 0.780 -3.593 -1.403
H 0.851 -6.631 -1.885
H 1.415 -5.511 -3.103
H -0.620 -5.640 -3.978
H -0.878 -4.304 -2.908
H -3.666 -5.018 -2.180
H -3.494 -6.069 -0.805
H -1.922 -3.461 -1.276
H -4.579 -4.048 -0.317
H -3.553 -3.447 1.039
H -3.753 -2.527 -0.476
H -0.776 -7.917 -2.303
H -0.841 -8.474 -0.084
H -2.143 -7.370 0.264
H -0.462 -6.771 -0.043
O -2.812 3.182 1.478
P -3.558 2.299 0.530
O -4.899 1.935 1.424
C -5.751 2.975 1.879
C -6.707 3.441 0.796
O -2.695 0.928 0.739
C -1.395 0.947 1.325
C -1.466 0.722 2.823
O -4.193 1.558 -0.818
C -4.684 2.291 -1.948
C -3.944 3.578 -2.234
H -5.165 3.814 2.266
H -6.320 2.567 2.716
H -6.168 3.981 0.011
H -7.459 4.116 1.207
H -7.209 2.591 0.333
H -0.878 1.878 1.091
H -0.821 0.141 0.865
H -2.231 1.338 3.296
H -0.504 0.932 3.295
H -1.734 -0.315 3.038
H -5.753 2.480 -1.815
H -4.588 1.630 -2.811
H -4.004 4.272 -1.385
H -4.368 4.076 -3.106
H -2.891 3.383 -2.423
O 1.895 5.468 -3.134
P 1.470 4.658 -4.308
O 0.192 5.498 -4.915
C 0.352 6.860 -5.285
C 0.988 7.006 -6.655
O 0.684 3.430 -3.585
C 0.818 3.183 -2.185
C -0.265 3.895 -1.399
O 1.623 3.686 -5.638
C 2.709 3.839 -6.558
C 4.003 4.287 -5.912
H 0.931 7.401 -4.530
H -0.647 7.298 -5.298
H 2.039 6.702 -6.628
H 0.950 8.043 -6.992
H 0.477 6.378 -7.386
H 1.810 3.469 -1.835
H 0.728 2.106 -2.037
H -0.385 4.933 -1.708
H -0.050 3.871 -0.329
H -1.227 3.414 -1.563
H 2.415 4.525 -7.357
H 2.862 2.864 -7.023
H 3.889 5.261 -5.420
H 4.791 4.378 -6.659
H 4.323 3.572 -5.152
O 3.310 0.256 4.523
P 3.511 -0.417 5.835
O 5.053 -0.981 5.749
C 6.121 -0.082 5.483
C 6.557 0.668 6.729
O 2.688 -1.803 5.617
C 1.771 -1.955 4.529
C 2.453 -2.560 3.318
O 3.376 -0.673 7.467
C 3.374 0.416 8.396
C 2.724 1.677 7.864
H 5.851 0.615 4.686
H 6.951 -0.687 5.113
H 5.790 1.386 7.035
H 7.478 1.223 6.545
H 6.718 -0.022 7.558
H 1.306 -1.002 4.280
H 0.974 -2.620 4.864
H 3.408 -2.081 3.100
H 1.815 -2.491 2.437
H 2.677 -3.614 3.497
H 4.397 0.615 8.726
H 2.822 0.075 9.274
H 3.241 2.048 6.971
H 2.746 2.464 8.617
H 1.685 1.488 7.586


Record 7
Molecular formula: C5H9NO
Method: DFT, ωB97M-V/def2-TZVPD

Values from the calculation:
highest occupied orbital energy: -8.712 eV
ΔE to the lowest compared entry with this formula, charge and spin: 109.8 kcal/mol
Kohn-Sham gap: 8.7 eV

Cartesian coordinates (Å):
C 0.533 2.291 1.107
C -0.339 -0.728 0.109
C 0.885 -0.985 -0.669
C -1.561 -1.267 -0.490
O -1.452 -1.906 -1.747
C 1.734 1.724 1.717
N 2.680 1.258 2.192
H -0.165 1.465 0.914
H 0.074 3.021 1.780
H 0.789 2.786 0.166
H 1.744 -0.390 -0.345
H 0.762 -0.985 -1.760
H 1.107 -2.039 -0.409
H -1.980 -1.938 0.285
H -2.257 -0.408 -0.516
H -2.338 -2.151 -2.041


Record 8
Molecular formula: C6H10O
Method: DFT, ωB97M-V/def2-TZVPD

Values from the calculation:
highest occupied orbital energy (alpha / beta): -7.491 / -8.105 eV
ΔE to the lowest compared entry with this formula, charge and spin: 128.0 kcal/mol
Kohn-Sham gap (alpha / beta): 7.5 / 8.1 eV

Cartesian coordinates (Å):
O -2.170 -0.092 -1.088
C -1.011 -0.045 -0.344
C 0.068 0.879 -0.905
C 1.369 0.444 -0.209
C 1.235 -1.045 0.082
C -0.391 -0.583 1.892
C -1.271 0.012 1.114
H -1.981 0.273 -1.961
H -0.210 -1.041 -0.202
H -0.151 1.950 -0.803
H 0.126 0.668 -1.986
H 1.464 0.960 0.747
H 2.232 0.686 -0.846
H 1.462 -1.640 -0.834
H 1.803 -1.455 0.909
H -0.366 -0.430 2.971
H -2.206 0.458 1.463


Record 9
Molecular formula: C5H6NO3P
Method: DFT, ωB97M-V/def2-TZVPD

Values from the calculation:
net charge: -2
highest occupied orbital energy (alpha / beta): 0.877 / 1.075 eV
ΔE to the lowest compared entry with this formula, charge and spin: 63.3 kcal/mol
Kohn-Sham gap (alpha / beta): 6.1 / 5.9 eV

Cartesian coordinates (Å):
C -0.048 1.550 -0.743
C -0.580 0.176 -0.919
C 0.894 1.852 0.243
C 0.572 -0.852 -0.821
C 0.698 -0.903 0.680
N 1.552 1.217 1.211
O -1.667 -0.214 -0.029
O -1.711 -2.507 1.129
O -1.318 -0.436 2.537
P -1.101 -1.116 1.232
H -0.623 2.389 -1.142
H -1.059 0.115 -1.962
H 1.211 2.969 0.221
H 0.452 -1.833 -1.335
H 1.526 -0.631 -1.332
H 1.204 -1.776 1.030


Record 10
Molecular formula: C26H21BCl2F2NORe
Method: DFT, ωB97M-V/def2-TZVPD

Values from the calculation:
net charge: +1
2S+1: 4
highest occupied orbital energy (alpha / beta): -10.877 / -11.430 eV
ΔE to the lowest compared entry with this formula, charge and spin: 0.0 kcal/mol
Kohn-Sham gap (alpha / beta): 7.1 / 7.1 eV

Cartesian coordinates (Å):
Re 0.195 0.436 0.141
C 2.341 -2.264 1.155
C 0.994 -2.083 0.521
C 0.774 -2.397 -0.809
C -0.523 -2.427 -1.365
C -0.708 -2.844 -2.793
C -1.588 -2.048 -0.578
C -1.401 -1.579 0.743
C -2.593 -1.261 1.607
C -0.112 -1.631 1.300
H 2.419 -3.284 1.538
H 2.485 -1.581 1.990
H 3.142 -2.109 0.434
H 1.618 -2.693 -1.422
H -0.245 -3.814 -2.974
H -0.228 -2.127 -3.464
H -1.762 -2.909 -3.059
H -2.594 -2.095 -0.978
H -3.118 -2.187 1.848
H -3.306 -0.611 1.098
H -2.295 -0.791 2.542
H 0.014 -1.477 2.364
Cl 3.431 2.539 -3.198
C 1.770 2.187 -3.414
C 1.194 2.410 -4.684
C -0.128 2.179 -4.913
Cl -0.801 2.498 -6.467
C -0.960 1.678 -3.876
C -2.342 1.449 -3.993
C -3.047 0.989 -2.911
C -2.368 0.703 -1.726
N -1.063 0.875 -1.583
C -0.356 1.413 -2.629
C 1.004 1.708 -2.383
O 1.414 1.520 -1.109
H 1.826 2.790 -5.474
H -2.836 1.656 -4.932
H -4.114 0.831 -2.960
H -2.901 0.316 -0.870
F 3.582 0.360 -0.673
B 2.918 1.389 -0.105
F 3.515 2.581 -0.102
C 1.972 1.006 1.119
C 1.107 0.893 2.035
C 0.736 0.894 3.435
C 1.716 0.702 4.410
C 1.366 0.690 5.749
C 0.043 0.878 6.128
C -0.935 1.080 5.162
C -0.591 1.082 3.821
H 2.747 0.567 4.109
H 2.128 0.540 6.502
H -0.226 0.874 7.175
H -1.963 1.242 5.457
H -1.345 1.257 3.061


Record 11
Molecular formula: C3H6ClNO3S
Method: DFT, ωB97M-V/def2-TZVPD

Values from the calculation:
highest occupied orbital energy: -10.450 eV
ΔE to the lowest compared entry with this formula, charge and spin: 56.2 kcal/mol
Kohn-Sham gap: 10.7 eV

Cartesian coordinates (Å):
C 1.984 -1.313 -0.044
C 2.211 -0.065 -0.854
C -1.837 1.202 1.301
N -0.998 1.125 0.158
O 2.762 -2.126 0.339
O -2.576 -0.853 -0.579
O -0.661 -0.039 -1.976
S -1.432 0.002 -0.775
Cl 0.236 -1.620 0.274
H 1.181 0.058 -1.297
H 3.006 -0.357 -1.525
H 2.401 0.616 -0.026
H -2.852 0.761 1.104
H -1.400 0.482 2.142
H -2.025 2.127 1.757


Record 12
Molecular formula: C5H7N2S
Method: DFT, ωB97M-V/def2-TZVPD

Values from the calculation:
net charge: +1
highest occupied orbital energy (alpha / beta): -12.289 / -12.385 eV
ΔE to the lowest compared entry with this formula, charge and spin: 111.4 kcal/mol
Kohn-Sham gap (alpha / beta): 7.1 / 7.6 eV

Cartesian coordinates (Å):
C -1.901 1.194 0.001
C -0.966 0.575 0.686
C -0.013 1.790 -0.866
C 1.512 0.732 0.405
C 1.564 -1.872 -0.526
N -1.356 1.896 -1.006
N 0.257 0.992 0.149
S 2.648 1.689 0.992
H -3.028 1.057 0.037
H -1.130 -0.170 1.471
H 0.622 2.114 -1.655
H 0.481 -2.088 -0.612
H 2.196 -2.255 0.296
H 2.028 -1.418 -1.405
H -1.742 2.209 -1.901


Record 13
Molecular formula: C3H3NO2
Method: DFT, ωB97M-V/def2-TZVPD

Values from the calculation:
2S+1: 3
highest occupied orbital energy (alpha / beta): -7.766 / -10.111 eV
ΔE to the lowest compared entry with this formula, charge and spin: 20.3 kcal/mol
Kohn-Sham gap (alpha / beta): 8.6 / 7.2 eV

Cartesian coordinates (Å):
C 1.093 -0.118 0.004
C -0.058 0.905 -0.002
C 0.122 -1.181 0.014
N -0.964 -0.270 -0.003
O 2.286 -0.028 -0.018
O -2.240 -0.108 -0.017
H -0.172 1.525 0.887
H -0.149 1.527 -0.892
H 0.083 -2.253 0.026


no.,electronic energy (a.u.)
1,-2056.9521
2,-343.0779
3,-6492.0850
4,-918.3050
5,-652.4309
6,-3337.4161
7,-325.7625
8,-309.6384
9,-815.8614
10,-2356.4933
11,-1256.6722
12,-701.9947
13,-321.1457